Below is C22H30N2O8S in the gas phase, with properties calculated with ωB97M-V/def2-TZVPD.

```
63
C22H30N2O8S ωB97M-V/def2-TZVPD
C -0.479 -4.078 -0.715
N 3.110 -0.936 -0.657
H 6.054 -0.771 3.489
O -0.420 0.052 -2.001
H 5.606 -1.936 1.335
H 4.567 1.180 3.169
C -7.720 -0.374 1.809
H 1.621 -1.074 -2.133
C 5.592 1.988 1.458
H -0.104 -4.467 0.239
H 0.752 3.324 -0.550
H 4.203 -1.016 1.882
C -1.723 -3.245 -0.418
O -6.403 1.659 0.651
C -3.674 1.038 -0.548
H 2.740 -0.708 0.254
N -1.674 -1.978 -0.900
H -7.782 0.609 2.289
H 6.270 -0.094 -0.174
H 6.215 1.713 3.505
C 6.082 -0.216 2.549
H 0.171 2.022 -3.259
H -4.839 2.803 -0.405
H -9.790 -0.469 1.251
C 4.729 1.283 0.414
C -5.881 0.568 0.660
H -3.088 3.055 -0.253
C 5.225 -0.928 1.506
H 7.119 -0.187 2.207
C -0.110 2.649 -2.407
O -1.284 2.108 -1.797
H -3.780 2.724 -1.831
H 1.348 1.749 -1.100
H -0.411 3.638 -2.756
S -4.074 -1.441 0.202
H 5.218 3.000 1.623
O -6.428 -0.520 1.224
H -8.747 0.279 0.035
C 2.237 -1.719 -1.493
C 5.584 1.209 2.771
C 1.300 -2.539 -0.639
H -0.886 -1.607 -1.443
H 1.892 3.226 -1.900
O 4.950 -1.333 -1.886
C -8.819 -0.522 0.767
C -4.584 0.227 0.087
H -7.781 -1.162 2.562
C 4.445 -0.870 -0.885
H 3.694 1.264 0.762
O 0.535 -3.348 -1.389
H 4.756 1.835 -0.528
C -3.864 2.495 -0.771
C 5.238 -0.144 0.189
C 1.046 2.743 -1.421
C -2.633 -1.046 -0.628
C -2.528 0.300 -0.966
C -1.326 0.791 -1.632
O -2.674 -3.672 0.197
H -8.726 -1.478 0.257
H -0.747 -4.913 -1.366
H 6.617 2.065 1.089
O 1.213 -2.448 0.557
H 2.848 -2.357 -2.140
```

Kohn-Sham gap   8.9 eV
SMILES   CCOC(=O)c1sc(NC(=O)COC(=O)CNC(=O)C2CCCCC2)c(C(=O)OCC)c1C

Results of the Löwdin charge analysis, in e, for atoms 1 through 5:
1. C -0.047
2. N 0.087
3. H 0.110
4. O 0.066
5. H 0.124

***

Below is a molecular structure, C28H36N4Tm at a distorted geometry, with properties calculated with ωB97M-V/def2-TZVPD.

```
69
C28H36N4Tm ωB97M-V/def2-TZVPD
H -5.219 0.103 -0.309
H -0.206 2.798 2.564
H -1.549 6.539 -1.469
H -1.228 2.029 -3.512
C 3.025 -3.464 -0.852
H -2.939 -2.132 -1.857
H -0.370 -0.855 3.611
C -4.193 0.355 -0.610
N 1.875 -0.005 -1.500
H 2.465 0.859 1.332
N -1.368 2.820 -0.296
H -3.457 1.282 3.369
C -1.456 -0.697 3.598
C -2.190 -1.225 -0.058
H 0.550 -2.219 -2.626
H -0.346 -3.260 1.844
H -4.055 0.018 -1.641
C 1.583 -2.592 -2.675
H 2.073 -2.154 -3.554
C -1.846 3.792 0.531
C -1.833 5.141 0.175
H 0.660 -1.841 1.564
H -1.895 -1.455 4.262
N 0.394 2.071 2.159
C -0.708 2.125 -2.570
H 3.102 -0.225 -3.277
H 1.520 -3.671 -2.861
C -3.937 0.958 2.439
H -1.298 -2.648 -1.387
C 2.481 -1.108 -0.822
H 0.935 1.656 2.927
C 3.798 -3.315 0.297
H 1.048 2.544 1.519
C -3.064 0.017 1.685
H -2.073 5.896 0.921
C -1.986 -1.797 -1.419
H -1.084 4.689 -3.120
C -1.537 5.499 -1.148
H -4.904 0.510 2.709
C 3.404 0.398 0.990
C -3.188 -0.265 0.296
H 2.940 -4.437 -1.342
H 4.463 -1.930 1.813
H 4.050 0.281 1.871
C -1.980 -0.758 2.204
H 0.055 -2.751 0.194
H -1.563 -1.062 -2.124
C -1.437 -1.532 1.126
C 2.376 -2.375 -1.429
C 2.262 0.257 -2.816
H -4.158 1.849 1.837
C 3.863 -2.061 0.906
H -1.668 0.279 4.055
C -1.132 3.136 -1.636
H 4.485 -5.343 0.230
H 4.103 -4.748 1.851
C 1.384 1.108 -3.339
N 0.416 1.360 -2.356
H 5.595 -4.240 1.064
Tm -0.921 0.836 0.547
C -0.222 -2.387 1.188
H -2.250 3.445 1.487
H 3.908 1.110 0.322
C 0.747 0.713 -1.148
C -1.279 4.491 -2.060
C 3.229 -0.945 0.358
H -4.128 1.454 -0.614
C 4.540 -4.474 0.886
H 1.341 1.553 -4.306
```

Kohn-Sham gap (alpha / beta)   2.6 / 3.7 eV
Multiplicity   3
Net charge   -1
Energy relative to the best compared isomer or geometry (same formula, charge and spin)   3.32 kcal/mol
⟨S²⟩   2.0552

Results of the Löwdin charge analysis, in e, for atoms 1 through 5:
1. H 0.076
2. H 0.033
3. H 0.066
4. H 0.069
5. C -0.012